#1
The following is a quantum chemistry calculation of the molecule C6H15NO, from the OMol25 dataset.

Each line ends with the natural charge from an NBO analysis.
Geometry (Å):
C -1.247 -0.023 1.222  -0.622
C -0.365 0.031 -0.012  -0.219
C 0.948 1.167 0.263  0.112
C 0.488 2.480 0.882  -0.653
O 1.607 1.434 -0.970  -0.733
C 0.303 -1.237 -0.399  -0.015
C -1.087 -2.298 -0.528  -0.627
N 0.951 -1.221 -1.656  -0.870
H -1.487 0.975 1.581  0.213
H -2.196 -0.505 1.000  0.218
H -0.755 -0.566 2.028  0.207
H -0.871 0.477 -0.870  0.198
H 1.709 0.698 0.894  0.171
H 1.278 3.231 0.803  0.222
H -0.396 2.862 0.366  0.199
H 0.250 2.355 1.935  0.216
H 0.985 1.901 -1.540  0.464
H 0.917 -1.641 0.420  0.163
H -0.746 -3.120 -1.153  0.201
H -1.934 -1.853 -1.044  0.202
H -1.340 -2.686 0.454  0.196
H 1.481 -2.065 -1.832  0.361
H 1.508 -0.396 -1.844  0.396

The charge is 0. For the LUMO energy, the calculation gives 1.08 eV.

#2
The following is a quantum chemistry calculation of a 2-piece molecular cluster, C6H15NO overall, from the OMol25 dataset.

Each line ends with the natural charge from an NBO analysis.
Geometry (Å):
C -1.761 -1.614 1.123  -0.610
C -1.441 -0.174 0.810  -0.517
C -2.677 0.611 0.312  0.691
N -2.364 1.939 0.002  -0.840
O -3.815 0.222 0.244  -0.589
H -2.261 -2.027 0.254  0.222
H -2.385 -1.755 2.020  0.222
H -0.839 -2.172 1.319  0.208
H -1.022 0.437 1.610  0.227
H -0.684 -0.059 0.017  0.224
H -3.005 2.388 -0.645  0.387
H -1.433 2.095 -0.366  0.369
C 2.649 0.022 -1.759  -0.611
C 1.523 -0.082 -0.740  -0.409
C 2.091 0.094 0.643  -0.618
H 3.476 -0.630 -1.495  0.205
H 3.038 0.998 -2.031  0.210
H 2.355 -0.380 -2.741  0.207
H 0.762 0.649 -0.988  0.189
H 1.014 -1.053 -0.832  0.205
H 2.624 1.029 0.801  0.208
H 1.298 0.066 1.425  0.205
H 2.857 -0.605 1.016  0.214

The charge is 0. For the LUMO energy, the calculation gives 0.77 eV.

#3
The following is a quantum chemistry calculation of a 2-piece molecular cluster, C6H15NO overall, from the OMol25 dataset.

Each line ends with the natural charge from an NBO analysis.
Geometry (Å):
C 1.522 -1.048 1.167  -0.742
C 1.074 -2.405 1.730  0.692
N -0.302 -2.619 1.683  -0.847
O 1.824 -3.279 2.082  -0.600
H 0.989 -0.931 0.238  0.233
H 2.558 -1.360 0.999  0.247
H 1.478 -0.296 1.946  0.236
H -0.517 -3.488 2.142  0.392
H -0.939 -1.845 1.857  0.387
C 0.588 1.844 -1.549  -0.616
C -0.431 1.152 -0.626  -0.249
C -1.544 2.047 -0.203  -0.619
C -0.811 -0.154 -1.377  -0.601
H 1.584 1.985 -1.106  0.208
H 0.383 2.870 -1.869  0.212
H 0.817 1.258 -2.440  0.204
H 0.192 0.871 0.234  0.205
H -2.183 2.519 -0.964  0.211
H -2.286 1.431 0.336  0.201
H -1.424 2.904 0.467  0.222
H -1.115 0.072 -2.395  0.212
H 0.072 -0.777 -1.542  0.205
H -1.528 -0.753 -0.812  0.206

The charge is 0. For the LUMO energy, the calculation gives 0.73 eV.

Which structure is most stable? #2, by 0.0165 hartree over the runner-up.

#1
The following is a quantum chemistry calculation of the molecule C6H15NO, from the OMol25 dataset.

Each line ends with the natural charge from an NBO analysis.
Geometry (Å):
C 3.023 -0.024 1.196  -0.605
C 1.809 -0.060 0.197  -0.414
C 0.555 0.141 1.015  -0.223
N -0.636 -0.333 0.288  -0.453
C -1.743 -0.690 1.281  -0.402
C -1.141 0.638 -0.761  -0.238
C -1.515 -0.198 -1.934  -0.067
O -1.524 0.889 -2.904  -0.752
H 2.847 -0.973 1.940  0.200
H 4.007 -0.352 0.618  0.209
H 3.197 0.907 1.644  0.207
H 1.742 -1.036 -0.388  0.217
H 1.878 0.819 -0.579  0.197
H 0.472 1.232 1.306  0.160
H 0.634 -0.366 2.007  0.191
H -2.312 0.059 1.567  0.165
H -1.291 -1.207 2.148  0.200
H -2.497 -1.297 0.735  0.188
H -0.303 1.318 -1.123  0.216
H -1.902 1.252 -0.334  0.188
H -0.766 -0.856 -2.326  0.185
H -2.476 -0.532 -1.921  0.169
H -2.061 0.669 -3.674  0.464

The charge is 0. For the LUMO energy, the calculation gives 0.97 eV.

#2
The following is a quantum chemistry calculation of the molecule C6H15NO, from the OMol25 dataset.

Each line ends with the natural charge from an NBO analysis.
Geometry (Å):
C -1.918 0.650 -1.019  -0.618
C -1.348 0.204 0.324  -0.218
C -1.222 1.332 1.329  -0.623
C -0.018 -0.574 0.069  -0.034
C 0.541 -1.105 1.401  -0.630
N 0.923 0.317 -0.590  -0.647
C 1.863 -0.256 -1.506  0.095
O 3.016 -0.791 -0.796  -0.761
H -2.427 1.617 -0.928  0.205
H -1.128 0.744 -1.765  0.223
H -2.703 -0.005 -1.394  0.205
H -1.990 -0.596 0.702  0.191
H -0.441 1.183 2.073  0.208
H -2.152 1.463 1.895  0.214
H -1.072 2.284 0.809  0.210
H -0.328 -1.382 -0.590  0.192
H -0.235 -1.346 2.128  0.206
H 1.102 -2.027 1.262  0.214
H 1.243 -0.398 1.826  0.207
H 1.442 0.857 0.072  0.367
H 1.366 -1.010 -2.114  0.161
H 2.282 0.536 -2.112  0.165
H 3.204 -1.694 -1.076  0.469

The charge is 0. For the LUMO energy, the calculation gives 0.93 eV.

#3
The following is a quantum chemistry calculation of a 2-piece molecular cluster, C6H15NO overall, from the OMol25 dataset.

Each line ends with the natural charge from an NBO analysis.
Geometry (Å):
C -0.514 -0.240 2.455  -0.610
C 0.530 -0.504 1.353  -0.525
C 1.511 0.639 1.296  0.679
N 2.153 0.831 0.104  -0.836
O 1.762 1.341 2.243  -0.606
H -1.367 0.354 2.083  0.200
H -0.263 0.339 3.338  0.238
H -1.009 -1.167 2.748  0.204
H 1.035 -1.424 1.634  0.233
H -0.065 -0.545 0.444  0.228
H 2.984 1.410 0.254  0.395
H 2.254 0.194 -0.675  0.395
C -0.974 -0.255 -3.372  -0.606
C -1.176 -0.714 -1.927  -0.406
C -2.635 -0.804 -1.506  -0.610
H -1.570 0.585 -3.730  0.208
H -1.133 -1.083 -4.067  0.201
H 0.065 0.027 -3.562  0.203
H -0.621 -1.641 -1.809  0.204
H -0.820 0.089 -1.279  0.192
H -3.119 -1.690 -1.939  0.200
H -2.765 -1.005 -0.433  0.207
H -3.265 0.052 -1.707  0.210

The charge is 0. For the LUMO energy, the calculation gives 0.80 eV.

Which structure is most stable? #3, by 0.0193 hartree over the runner-up.

#1
The following is a quantum chemistry calculation of a 2-piece molecular cluster, C6H15NO overall, from the OMol25 dataset.

Each line ends with the natural charge from an NBO analysis.
Geometry (Å):
C -1.145 -0.076 -1.355  -0.616
C 0.047 0.364 -0.459  -0.021
C 0.089 -0.499 0.799  -0.449
C -0.578 0.422 1.922  -0.436
C -0.633 1.819 1.220  -0.238
N 0.021 1.796 -0.090  -0.463
C 1.365 2.392 -0.188  -0.405
H -1.935 -0.223 -0.568  0.195
H -1.486 0.544 -2.129  0.213
H -0.824 -1.002 -1.932  0.213
H 1.079 0.185 -1.141  0.177
H -0.409 -1.498 0.828  0.227
H 1.203 -0.877 0.938  0.209
H 0.003 0.302 2.856  0.220
H -1.627 0.059 2.034  0.208
H -1.649 2.091 1.026  0.192
H -0.324 2.601 1.896  0.201
H 1.748 2.573 0.832  0.184
H 1.943 1.551 -0.696  0.189
H 1.375 3.254 -0.872  0.197
O 0.519 -4.773 -1.339  -0.915
H 1.338 -4.756 -1.818  0.457
H 0.409 -5.725 -1.545  0.459

The charge is 0. For the LUMO energy, the calculation gives 0.78 eV.

#2
The following is a quantum chemistry calculation of C6H15NO as an isolated structure, from the OMol25 dataset.

Each line ends with the natural charge from an NBO analysis.
Geometry (Å):
C -0.750 0.249 -0.029  -0.081
C 0.316 -0.142 0.824  -0.139
C -0.358 1.937 0.904  -0.445
C 0.499 -2.826 -0.818  -0.423
C -0.583 0.499 -1.498  -0.647
C 0.902 2.692 0.538  -0.638
N -0.016 -1.934 0.193  -0.352
O -1.160 -2.550 0.838  -0.626
H -0.772 -3.119 1.523  0.441
H -1.754 0.026 0.313  0.234
H 0.099 -0.351 1.862  0.231
H 1.337 0.031 0.505  0.218
H -0.529 1.898 1.979  0.203
H -1.240 2.400 0.460  0.209
H 1.306 -2.317 -1.356  0.191
H 0.929 -3.744 -0.382  0.150
H -0.266 -3.132 -1.545  0.174
H -1.025 1.457 -1.792  0.217
H -1.090 -0.287 -2.058  0.240
H 0.467 0.512 -1.794  0.212
H 1.766 2.339 1.106  0.202
H 1.132 2.600 -0.527  0.208
H 0.791 3.761 0.754  0.219

The charge is 0. For the LUMO energy, the calculation gives 0.93 eV.

#3
The following is a quantum chemistry calculation of a 2-piece molecular cluster, C6H15NO overall, from the OMol25 dataset.

Each line ends with the natural charge from an NBO analysis.
Geometry (Å):
C 0.710 2.093 1.107  -0.719
C -0.094 1.002 1.790  0.677
N 0.604 0.194 2.636  -0.828
O -1.292 0.877 1.633  -0.622
H 0.210 3.004 1.467  0.244
H 0.477 2.054 0.050  0.244
H 1.760 2.114 1.384  0.212
H 0.118 -0.554 3.102  0.401
H 1.603 0.206 2.725  0.391
C 0.149 -2.508 -1.715  -0.609
C -0.038 -1.017 -1.326  -0.226
C 1.103 -0.143 -1.854  -0.605
C -1.388 -0.472 -1.795  -0.597
H 1.005 -2.621 -2.376  0.201
H -0.750 -2.903 -2.192  0.208
H 0.334 -3.149 -0.850  0.207
H -0.066 -0.972 -0.241  0.196
H 1.426 -0.513 -2.834  0.203
H 0.769 0.894 -1.931  0.202
H 2.005 -0.201 -1.249  0.204
H -1.506 0.540 -1.411  0.211
H -1.428 -0.385 -2.882  0.194
H -2.220 -1.092 -1.464  0.210

The charge is 0. For the LUMO energy, the calculation gives 0.81 eV.

Which structure is most stable? #3, by 0.0949 hartree over the runner-up.